Entry 1:
Here is a 4-piece molecular cluster, C25H39BrF9O13P overall from OMol25. Energies are from the ωB97M-V functional and the def2-TZVPD basis.

XYZ file:
```
88
Properties=species:S:1:pos:R:3:forces:R:3
C 7.137950 -0.441066 6.129799 0.06 0.85 -0.06
O 5.729342 -0.643130 5.793404 1.82 -1.52 -0.31
C 5.639671 -2.049809 5.399821 -1.10 -0.82 0.66
C 4.228275 -2.668599 5.859187 0.42 -0.52 -0.56
C 3.189927 -2.883357 4.655068 -1.28 0.60 0.67
C 2.559720 -1.480829 4.124899 1.47 -0.36 0.68
C 1.779666 -0.829658 5.357789 -0.73 0.17 0.64
C 0.275332 -0.331414 4.990078 2.32 -0.87 -1.82
C 0.439079 0.722087 3.796322 -0.23 1.56 -0.09
C 1.401726 1.972101 4.154200 -0.53 -0.42 -2.27
O 0.931643 2.753179 5.285878 2.80 -0.11 0.99
C 2.098990 3.102826 6.049418 0.25 -1.56 2.45
O 2.415688 2.536190 7.103934 -1.39 1.77 -3.45
C -0.510628 -1.598033 4.405761 -0.05 -0.20 -0.65
O -0.197883 -2.858085 5.034811 -0.70 0.63 0.17
C -0.984216 -3.067654 6.231630 0.22 0.61 0.14
O -0.250297 0.216452 6.227958 -2.62 -0.22 -0.99
C -1.610843 0.588320 6.146812 -0.62 3.49 -0.28
O -2.103822 1.480552 5.435431 1.89 -3.17 1.58
P -2.811224 -0.363279 7.312709 -1.00 -0.53 0.35
O -4.317103 0.445403 7.336384 1.68 -0.78 -0.53
Br -1.983007 -0.085390 9.432557 -0.34 0.30 -1.20
H 7.318195 0.681360 6.271527 -0.37 -1.65 -0.07
H 7.378175 -1.016349 7.083452 -0.17 0.79 -1.13
H 7.828826 -0.796001 5.290667 -0.94 0.39 1.03
H 5.740475 -2.186562 4.262434 0.18 0.32 1.60
H 6.445832 -2.633922 5.977176 -1.00 0.81 -1.13
H 3.825473 -2.023713 6.707389 0.35 -0.75 -1.26
H 4.407017 -3.710897 6.313149 -0.11 1.52 -0.65
H 2.295531 -3.448013 5.109138 1.30 0.63 -0.84
H 3.594682 -3.511653 3.796792 -0.20 0.87 1.17
H 3.461256 -0.828849 3.816505 -1.46 -0.73 0.45
H 1.944996 -1.625375 3.182192 0.62 0.02 1.37
H 2.340090 0.050144 5.846290 -0.85 -1.28 -0.92
H 1.686368 -1.611014 6.200063 -0.01 1.16 -1.37
H -0.558389 1.173377 3.435434 1.34 -0.82 0.83
H 0.903909 0.264556 2.845972 -0.58 0.41 1.69
H 1.366439 2.670414 3.236168 0.16 -1.11 1.25
H 2.472071 1.596378 4.239538 -1.30 0.54 0.29
H 2.770889 3.938196 5.664012 -1.11 -0.83 -0.07
H -0.184985 -1.700424 3.305704 -0.45 0.11 1.75
H -1.646884 -1.497320 4.382011 1.24 0.31 0.15
H -0.795266 -4.114589 6.627215 -0.23 1.30 -0.67
H -2.087820 -2.906985 5.958824 1.48 -0.33 0.72
H -0.622466 -2.297443 7.011230 -0.87 -1.21 -0.88
H -4.935869 -0.169962 6.875249 0.65 0.63 0.53
C 1.594001 1.968923 -2.883616 0.40 -0.07 0.12
C 0.572797 1.050947 -2.242507 -0.36 0.69 -0.45
O 1.201462 -0.144612 -1.751012 0.47 -0.54 0.94
C 1.811962 -0.040462 -0.556909 -0.98 1.38 -0.94
O 1.860308 0.969301 0.095790 0.27 -0.89 0.11
C 2.390848 -1.387869 -0.135741 0.95 -1.66 0.43
F 3.050244 -2.003503 -1.136787 -0.31 0.52 0.09
F 1.428830 -2.243495 0.268763 -0.08 0.57 -0.14
F 3.260835 -1.281968 0.882931 -0.44 0.46 -0.37
H 2.150301 1.439046 -3.661507 -0.20 0.03 -0.03
H 1.106601 2.839152 -3.326944 -0.03 -0.08 0.03
H 2.325960 2.318094 -2.151578 -0.15 0.06 0.00
H -0.156845 0.737723 -2.990191 0.24 -0.32 0.17
H 0.020599 1.555299 -1.444992 0.24 -0.15 0.10
C -0.259442 -0.318643 -8.615915 -0.20 -0.27 0.21
C -0.284255 1.110056 -8.110783 0.52 -0.19 -0.63
O -1.388231 1.312962 -7.213606 -0.32 0.06 1.11
C -1.201477 0.901357 -5.947243 1.26 -0.08 -1.48
O -0.192079 0.385099 -5.542774 -0.83 0.29 0.36
C -2.428613 1.221073 -5.098185 -1.72 0.20 0.91
F -3.580238 0.891527 -5.713027 0.64 0.00 -0.07
F -2.509498 2.537107 -4.812020 0.44 -0.29 -0.27
F -2.426934 0.572065 -3.919915 0.45 0.07 -0.54
H -1.219558 -0.581851 -9.067836 0.10 0.14 -0.06
H 0.529894 -0.452464 -9.357637 -0.04 0.07 0.04
H -0.089266 -1.023416 -7.798882 0.11 0.10 -0.05
H -0.432263 1.792335 -8.950009 -0.28 0.04 0.26
H 0.659920 1.386213 -7.633932 -0.21 -0.09 0.18
C -7.712926 1.328520 -8.015525 0.28 0.25 0.12
C -7.408385 0.492862 -9.242917 -0.63 -0.21 0.47
O -6.387234 1.113074 -10.040697 1.03 0.05 -0.28
C -5.119911 0.916941 -9.630301 -1.48 -0.76 0.88
O -4.812250 0.275187 -8.661617 0.40 0.48 -0.72
C -4.140082 1.585940 -10.589597 1.19 1.00 -1.15
F -4.515213 2.836439 -10.923548 -0.20 -0.45 0.36
F -4.023538 0.902543 -11.746387 -0.31 -0.14 0.50
F -2.900940 1.685650 -10.077656 -0.59 -0.30 0.22
H -7.971202 2.351391 -8.302591 -0.10 -0.14 -0.04
H -8.542696 0.898750 -7.451794 0.04 0.00 -0.08
H -6.844150 1.393377 -7.356567 -0.08 -0.13 -0.03
H -8.298935 0.425652 -9.870944 0.28 0.14 -0.19
H -7.124931 -0.528482 -8.975778 0.21 0.18 -0.04
```
Positions in Å, forces in eV/Å.

Its SMILES is COCCCCC[C@@](CCOC=O)(COC)OC(=O)P(O)Br.CCOC(=O)C(F)(F)F.CCOC(=O)C(F)(F)F.CCOC(=O)C(F)(F)F. For the HOMO energy, the calculation gives -8.91 eV. For the largest force on an atom, the calculation gives 4.1 eV/A. Its lowest unoccupied orbital energy is -0.190 eV. The HOMO-LUMO gap comes out at 8.7 eV.

These are the Löwdin partial charges, in e, on atoms 1 to 8: -0.1310, -0.2349, -0.2278, -0.1681, -0.1913, -0.1675, -0.0992, -0.3649

=====

Entry 2:
Here is C25H39InN3S2Sr as an isolated structure from OMol25. Energies are from the ωB97M-V functional and the def2-TZVPD basis.

XYZ file:
```
71
Properties=species:S:1:pos:R:3:forces:R:3
N -4.602630 -1.355511 -0.310017 0.33 0.46 -0.45
C -4.485252 0.102609 -0.660760 -1.38 0.29 1.15
C -4.214691 1.038193 0.624064 0.19 0.82 -0.72
C -2.820361 1.841599 0.581711 -0.02 -0.41 0.65
C -1.964506 1.510381 1.917766 1.46 0.21 -1.09
C -0.825171 2.659990 2.146966 -1.66 -0.38 0.00
In 0.819386 2.256012 0.633905 0.40 0.21 0.51
C 2.717501 1.396504 1.551279 1.04 0.42 -0.15
C 2.847726 1.625148 3.141205 -0.81 -1.15 -1.51
C 1.837883 0.548907 3.843633 1.70 1.12 -0.02
C 1.846553 0.876240 5.418238 0.47 -0.64 -1.20
N 1.264629 2.239774 5.711689 -1.15 -1.50 0.10
C 1.431909 4.057347 -0.584101 0.37 0.45 -1.02
C 1.763050 3.758312 -2.130372 -0.92 -0.05 0.12
C 2.428509 2.296354 -2.393214 1.81 1.49 -0.40
S 1.109874 1.241334 -3.156381 -0.20 -1.83 0.59
C 1.523895 -0.561941 -2.958859 2.21 1.82 -0.55
S 3.099051 -1.023285 -3.264400 -2.32 0.00 0.66
N 0.395363 -1.455291 -2.577703 0.95 -1.14 0.33
C 0.287807 -2.669515 -3.459852 -0.14 -2.43 -2.04
C 1.146350 -3.926598 -3.158048 -3.10 0.46 -3.47
C 0.978135 -5.146538 -4.121642 -2.02 3.62 -0.12
C -0.022887 -5.041415 -5.321584 0.37 1.85 1.45
C -0.874141 -3.773903 -5.676051 2.50 -0.03 3.61
C -0.724785 -2.551795 -4.730021 1.75 -3.10 0.86
C 0.367720 -1.788169 -1.102761 -0.69 -1.47 4.59
C -1.073260 -2.162475 -0.432665 3.11 -0.18 1.87
C -1.202420 -2.566506 1.069564 2.68 0.78 -1.30
C 0.033436 -2.612848 2.032006 0.78 1.15 -4.84
C 1.427513 -2.255630 1.371155 -3.52 -0.21 -1.21
C 1.581923 -1.857112 -0.150257 -2.90 -0.85 1.22
H -5.589457 -1.647937 -0.239222 0.87 0.30 -0.06
H -4.149937 -1.552642 0.592537 -0.36 0.26 -0.57
H -5.499194 0.397810 -1.131027 1.88 -0.36 0.40
H -3.649337 0.295740 -1.418598 -0.90 -0.04 0.72
H -4.209021 0.385152 1.564927 -0.32 0.96 -1.35
H -5.053971 1.827215 0.640735 1.13 -1.46 0.35
H -2.969434 2.973878 0.514493 0.02 -1.59 0.08
H -2.236777 1.533209 -0.371398 -0.60 0.49 1.57
H -1.369770 0.544577 1.667591 -1.18 1.13 0.63
H -2.609304 1.327715 2.843998 0.57 0.35 -1.38
H -1.360008 3.667754 1.939525 1.02 -1.43 0.69
H -0.474817 2.579918 3.231174 -0.47 0.39 -1.45
H 0.182735 0.964254 -0.478195 -0.37 -0.06 0.06
H 3.604490 1.955237 1.055064 -1.30 -0.88 0.59
H 2.812020 0.296054 1.220351 0.06 1.41 0.84
H 2.548552 2.710349 3.351019 0.51 -1.56 -0.03
H 3.941651 1.442732 3.425430 -1.62 0.27 0.12
H 0.813548 0.633931 3.339406 1.27 -0.10 0.89
H 2.294152 -0.484839 3.580771 -0.83 1.52 0.72
H 1.274720 0.024443 5.939606 0.95 1.47 -0.34
H 2.959692 0.908091 5.735552 -1.85 -0.40 -0.33
H 0.363855 2.026904 6.182532 0.78 0.60 -0.34
H 0.992212 2.721111 4.842438 0.35 -0.42 0.45
H 2.396328 4.487205 -0.120426 -1.68 -0.38 -0.52
H 0.555397 4.802164 -0.562390 1.60 -0.76 0.08
H 0.761553 3.784237 -2.703556 1.45 -0.02 0.72
H 2.406362 4.594427 -2.610964 -0.82 -1.60 0.73
H 2.908098 1.834333 -1.464879 -1.08 0.43 -1.13
H 3.291089 2.478707 -3.145207 -1.52 -0.76 1.01
H 1.837069 -3.880591 -2.255096 -1.05 -0.26 -1.47
H 1.595158 -6.078090 -3.873417 -1.19 1.45 -0.76
H -0.147927 -5.963913 -6.001427 0.27 1.71 1.26
H -1.593124 -3.756954 -6.572625 1.38 -0.06 1.62
H -1.348264 -1.571879 -4.941058 1.66 -1.95 -0.07
H -2.024841 -2.170984 -1.095341 1.65 -1.45 3.25
H -2.249275 -2.842731 1.454197 1.87 0.48 -0.67
H -0.044661 -2.922828 3.137285 0.07 0.64 -2.09
H 2.326059 -2.318455 2.085431 -1.37 0.26 -1.63
H 2.633998 -1.646678 -0.527583 -1.72 -0.19 0.51
Sr -2.017731 -1.058799 -2.686145 -0.42 1.83 -0.71
```
Positions in Å, forces in eV/Å.

For the HOMO energy, the calculation gives -9.12 eV. For the largest force on an atom, the calculation gives 5.0 eV/A. As for the net charge: +1. Its lowest unoccupied orbital energy is -4.387 eV. The HOMO-LUMO gap comes out at 4.7 eV.

These are the Löwdin partial charges, in e, on atoms 1 to 8: -0.0301, -0.2767, -0.1696, -0.2210, -0.3150, -0.2836, 0.6480, -0.3216

=====

Entry 3:
Here is C25H39MnN4S2Si3 as an isolated structure from OMol25. Energies are from the ωB97M-V functional and the def2-TZVPD basis.

XYZ file:
```
74
Properties=species:S:1:pos:R:3:forces:R:3
Mn 1.464768 0.314851 1.108584 0.17 -0.16 -0.29
C 2.702216 -3.075948 0.855455 0.11 0.33 0.47
Si 3.456181 -1.958088 -0.445597 -0.05 0.19 -1.35
C 2.812043 -2.758662 -2.061712 -2.03 -0.30 0.52
C 5.319660 -2.176595 -0.553703 -0.02 -1.56 -0.81
N 2.985626 -0.330954 -0.200019 -0.17 -0.62 0.26
C 3.530381 0.816465 -0.774667 -0.94 0.53 1.04
C 4.267405 0.873533 -1.957577 0.39 -0.95 -1.20
C 4.787186 2.065436 -2.514761 0.16 -0.54 0.52
C 4.675535 3.201323 -1.725121 1.16 0.13 -1.71
C 3.966044 3.149137 -0.575181 -1.09 1.92 2.37
C 3.224966 2.064650 -0.102519 0.04 0.30 0.62
N 2.314885 2.169979 1.017543 0.34 0.08 -1.43
Si 1.412355 3.655237 1.339779 0.61 -2.25 0.19
C 0.706584 4.337156 -0.272857 0.20 -0.59 -0.06
C -0.054820 3.223090 2.518572 -0.28 -0.04 0.02
C 2.507091 4.886945 2.239852 -0.11 -0.90 0.32
H 2.560410 -4.121212 0.596753 0.04 -0.07 -0.34
H 1.754553 -2.689766 1.218039 -0.45 0.11 -0.17
H 3.313632 -3.060810 1.743778 0.48 -0.06 0.47
H 3.024729 -3.820191 -2.243356 0.13 0.02 0.52
H 3.080989 -2.298180 -2.985061 0.26 0.80 -0.67
H 1.664210 -2.697845 -1.994808 1.40 -0.05 -0.20
H 5.493220 -3.278427 -0.841192 -0.01 1.45 0.71
H 5.743199 -1.921743 0.399126 0.51 -0.18 0.58
H 5.842685 -1.582292 -1.309942 -0.34 0.04 0.06
H 4.427963 -0.118212 -2.470280 -0.19 1.24 0.36
H 5.337994 2.088957 -3.462849 -0.26 -0.21 0.42
H 5.172536 4.151358 -1.960685 -0.18 -0.48 -0.22
H 3.987997 4.119091 0.003465 -0.41 -1.21 -0.40
H 0.227806 5.303617 -0.181727 -0.12 0.30 -0.01
H -0.050179 3.597756 -0.596233 0.26 0.33 -0.03
H 1.510341 4.384547 -1.034532 -0.45 -0.01 0.36
H -0.863763 2.504080 2.222114 0.76 0.70 -0.39
H -0.477751 4.241733 2.555063 -0.43 -0.27 0.33
H 0.140262 2.896504 3.562091 0.45 0.44 -0.57
H 1.954369 5.586519 2.822662 -0.54 0.50 0.79
H 3.047861 5.479045 1.556301 0.78 0.70 -1.08
H 3.254389 4.367993 2.856836 -0.37 0.05 -0.03
C -3.732121 -2.317982 2.844785 -0.37 -0.12 0.55
Si -3.945860 -0.797967 1.781427 -0.77 -0.30 -1.93
C -5.709699 -1.182665 1.058502 0.40 0.85 0.10
C -3.972057 0.861962 2.605556 0.33 0.72 -0.09
C -2.637657 -0.390881 0.380496 0.32 -0.11 0.10
C -2.932287 0.101834 -0.874781 0.88 -0.05 0.13
C -1.928023 0.547682 -1.760029 -1.62 0.12 -1.00
C -0.620994 0.569898 -1.440099 -1.08 -0.67 2.64
N -0.301377 0.111790 -0.193870 0.26 0.32 -0.12
C -1.225857 -0.348862 0.687330 -0.54 0.18 -1.01
S -0.640909 -0.826024 2.234060 0.68 0.11 0.20
H -4.428382 -2.198813 3.685115 -0.20 0.07 -0.15
H -2.787439 -2.404926 3.314284 1.16 0.04 0.34
H -3.950805 -3.305048 2.426998 -0.15 0.29 -0.40
H -6.262577 -1.834207 1.729029 -0.03 0.04 0.45
H -5.760257 -1.701484 0.120684 0.39 -0.31 -0.65
H -6.324136 -0.292439 0.872680 0.15 0.03 0.26
H -4.865015 1.472875 2.393713 0.22 -0.40 0.13
H -3.100703 1.421568 2.234959 -0.24 -0.10 -0.02
H -3.792323 0.802746 3.659264 -0.22 0.00 0.85
H -3.916796 0.215574 -1.257672 -1.01 -0.22 0.05
H -2.258428 0.912917 -2.726728 0.07 0.12 -0.02
H 0.051831 1.097604 -2.057587 1.34 0.00 -0.34
S -5.856644 -2.566092 -2.455987 0.58 -0.39 0.04
C -4.253582 -2.919814 -2.021941 -0.72 0.61 -0.06
N -3.250658 -2.555949 -2.875457 0.49 -0.64 0.94
C -1.909803 -2.510733 -2.639691 -0.49 -0.67 2.04
C -1.453989 -2.897733 -1.414136 -1.99 -0.30 0.67
C -2.481830 -3.345537 -0.489088 1.16 0.73 -0.11
C -3.798947 -3.371483 -0.764943 -0.63 -0.64 0.19
H -3.602351 -2.053186 -3.628171 -0.57 0.76 -1.89
H -1.306254 -2.082212 -3.380854 0.65 0.49 -0.96
H -0.496854 -2.669359 -1.007532 0.77 -0.19 -0.27
H -2.285815 -3.488819 0.559969 0.81 -0.29 0.14
H -4.486972 -3.644325 0.048063 0.12 0.20 -0.78
```
Positions in Å, forces in eV/Å.

For the HOMO energy (spin up / spin down), the calculation gives -3.58 / -3.76 eV. Its energy above the lowest of the compared OMol25 structures with the same formula, charge and spin is 24.9 kcal/mol. For the largest force on an atom, the calculation gives 3.2 eV/A. As for the net charge: -1. Its lowest unoccupied orbital energy (spin up / spin down) is 2.184 / 2.181 eV. Its spin multiplicity is 6. The expectation value of S² is 8.758. The HOMO-LUMO gap (spin up / spin down) comes out at 5.8 / 5.9 eV.

These are the Löwdin partial charges, in e, on atoms 1 to 8: 0.7322, -0.1817, 0.3408, -0.1931, -0.1916, -0.1778, -0.3445, -0.0788